# 1
15
Properties=species:S:1:pos:R:3:forces:R:3 method="wB97M-V/def2-TZVPD" lumo_energy_ev="-1.147 / -1.291" largest_force_ev_per_a=4.444 mol_weight_da=143.098 spin_multiplicity=1 orbital_gap_ha="0.3068 / 0.2517" homo_energy_ev="-9.50 / -8.14"
C -1.56100 -0.08698 -0.97950 1.6 0.6 2.8
C -0.39613 0.58394 -0.98405 -0.1 -0.8 0.9
C 1.26082 1.38896 0.88029 0.8 -0.2 0.0
C -1.82063 -0.54507 0.49446 2.8 -1.4 -3.2
C 0.16224 0.64604 0.37129 -2.6 -2.1 -1.2
N 1.79834 -0.91816 -0.19506 -1.6 -0.6 2.3
O 2.01485 2.01821 0.17652 0.1 0.8 -0.5
O 2.29584 -0.98871 -1.26814 0.2 -0.5 0.3
O 1.58020 -1.71997 0.71913 1.1 0.7 -2.2
O -0.66192 -0.09809 1.19483 1.2 2.5 0.0
H -2.00638 -0.37057 -1.87480 -1.2 -0.7 -1.0
H 0.19621 0.66673 -1.86284 0.3 1.0 -0.5
H 1.45889 1.24899 1.92193 0.0 0.0 1.2
H -2.70841 -0.18791 0.90217 -1.4 0.3 1.1
H -1.61292 -1.63740 0.50379 -1.3 0.3 0.1



# 2
14
Properties=species:S:1:pos:R:3:forces:R:3 method="wB97M-V/def2-TZVPD" lumo_energy_ev=0.171 largest_force_ev_per_a=4.985 mol_weight_da=131.087 spin_multiplicity=1 orbital_gap_ha=0.3410 homo_energy_ev=-9.11
C 1.89768 0.57455 0.87495 0.1 0.2 -0.3
N 0.49323 0.24566 0.69012 -1.4 1.1 0.3
C -0.38895 -0.85520 -0.60807 -3.9 -1.9 -2.5
C -0.54095 0.76703 1.13032 2.1 -0.6 2.2
C -1.92510 -0.14186 -0.63663 1.2 -0.2 -0.7
O 0.31693 -0.41788 -1.70143 0.6 0.6 0.2
O -0.54090 -2.05342 -0.38290 1.0 1.0 0.6
O -1.46122 1.05411 1.77779 0.0 0.3 -1.1
O -2.20951 0.70354 -1.43568 0.0 -0.3 0.5
H 0.28374 -1.10813 -2.38009 0.1 -0.1 0.4
H -2.66800 -0.71082 -0.04247 0.2 0.1 0.0
H 2.04344 1.18656 1.76410 0.0 -0.1 0.0
H 2.44784 -0.36214 0.95089 -0.1 0.1 0.1
H 2.25178 1.11798 -0.00090 0.0 -0.1 0.0



# 3
112
Properties=species:S:1:pos:R:3:forces:R:3 method="wB97M-V/def2-TZVPD" lumo_energy_ev="4.143 / 4.141" largest_force_ev_per_a=0.600 mol_weight_da=1061.619 total_charge=-2 spin_multiplicity=3 orbital_gap_ha="0.1456 / 0.1833" homo_energy_ev="0.18 / -0.85"
Ti 1.39280 -0.01304 -0.82333 0.3 -0.1 0.0
C 1.58138 -3.95413 -1.21408 0.0 0.0 0.0
Si 0.37451 -2.53605 -0.81968 -0.4 0.3 -0.2
C -1.18437 -3.08991 -1.87876 0.1 -0.2 0.0
C -1.22188 -4.37653 -2.44752 0.1 0.0 0.0
C -2.31502 -4.86123 -3.14295 0.0 0.0 0.0
C -3.44722 -4.07031 -3.30271 0.0 -0.1 0.0
C -3.44033 -2.79787 -2.77076 -0.1 0.0 0.0
C -2.32744 -2.31055 -2.08462 0.1 0.2 0.1
P -2.36174 -0.61445 -1.38870 -0.1 0.0 0.1
C -3.89160 -0.81732 -0.36434 0.1 0.0 -0.1
C -5.14655 -0.27126 -0.60315 0.0 0.0 0.0
C -6.20160 -0.50287 0.27353 0.0 0.0 0.0
C -6.01755 -1.28878 1.39905 0.0 0.0 0.1
C -4.76694 -1.84873 1.64345 -0.1 0.0 0.0
C -3.71980 -1.61153 0.77391 0.1 0.0 0.0
C -2.92366 0.36909 -2.82395 0.0 0.0 0.0
C -3.47864 1.63224 -2.61528 0.0 0.0 0.0
C -3.82278 2.44547 -3.68170 0.0 0.0 0.0
C -3.57319 2.02834 -4.98175 0.0 0.0 0.0
C -2.96680 0.80048 -5.19995 0.0 0.0 0.0
C -2.64346 -0.02187 -4.13088 0.0 0.0 0.0
C -0.19829 -3.16177 0.92299 0.0 -0.2 -0.1
C -0.63328 -4.47570 1.15257 0.0 0.0 -0.1
C -0.79001 -4.98672 2.42596 0.0 0.0 0.1
C -0.47132 -4.19796 3.53042 0.0 0.0 0.0
C -0.06328 -2.89398 3.33158 0.1 0.0 0.0
C 0.02861 -2.36387 2.03811 -0.1 0.3 0.1
P 0.37242 -0.56283 1.75190 0.5 -0.3 -0.2
C 1.59664 -0.38186 3.11011 -0.1 0.2 0.1
C 2.85721 -0.91839 2.86158 0.1 0.1 -0.1
C 3.85783 -0.83613 3.81721 0.0 0.0 0.0
C 3.60877 -0.22506 5.03789 0.0 0.0 0.0
C 2.35555 0.31454 5.29249 0.0 0.0 0.0
C 1.35731 0.23910 4.33121 0.0 0.1 0.0
C -1.21924 0.15643 2.33309 0.0 0.1 -0.1
C -1.79276 1.12458 1.50619 0.0 -0.1 0.2
C -3.02599 1.67742 1.81773 0.0 -0.1 0.0
C -3.70153 1.26846 2.95823 -0.1 0.1 0.0
C -3.14106 0.30776 3.78872 0.0 0.1 0.0
C -1.91058 -0.24929 3.47493 0.1 0.1 -0.1
H 1.13271 -4.94210 -1.09125 0.0 -0.1 0.0
H 2.43941 -3.88426 -0.54682 0.0 0.0 0.0
H 1.96185 -3.84312 -2.23254 0.0 0.0 0.0
H -0.35896 -5.02026 -2.35676 0.0 0.0 0.0
H -2.28396 -5.86153 -3.56259 0.0 0.0 0.0
H -4.31463 -4.43951 -3.83788 0.0 0.0 0.0
H -4.31103 -2.16177 -2.88942 0.0 0.0 0.0
H -5.31813 0.33664 -1.48129 0.0 0.0 0.0
H -7.17150 -0.06521 0.06532 0.0 0.0 0.0
H -6.83804 -1.46448 2.08513 0.0 0.0 0.0
H -4.59952 -2.46273 2.52005 0.0 0.0 0.0
H -2.74850 -2.05019 0.98499 0.0 0.0 0.0
H -3.61065 2.00128 -1.60546 0.0 0.0 0.0
H -4.24500 3.42501 -3.49334 0.0 0.0 0.0
H -3.82163 2.67092 -5.81805 0.0 0.0 0.0
H -2.72403 0.48198 -6.20630 0.0 0.0 0.0
H -2.13823 -0.96115 -4.31545 0.0 0.0 0.0
H -0.84635 -5.11134 0.29811 0.0 0.0 0.0
H -1.13343 -6.00618 2.56840 0.0 0.0 0.0
H -0.53664 -4.60075 4.53503 0.0 0.0 0.0
H 0.21879 -2.28811 4.18493 0.0 0.0 0.0
H 3.07479 -1.37156 1.89836 0.0 0.0 0.0
H 4.83900 -1.23451 3.59112 0.0 0.0 0.0
H 4.39395 -0.15575 5.78208 0.0 0.0 0.0
H 2.15449 0.80920 6.23620 0.0 0.0 0.0
H 0.39340 0.69350 4.52371 0.0 0.0 0.0
H -1.28117 1.42827 0.59650 0.0 0.0 0.0
H -3.45957 2.41402 1.15169 0.0 0.0 0.0
H -4.67236 1.68916 3.19314 0.0 0.0 0.0
H -3.66933 -0.02581 4.67428 0.0 0.0 0.0
H -1.49932 -1.01184 4.12029 0.0 0.0 0.0
C 5.22177 -1.22497 -3.18211 0.1 0.0 0.0
C 3.77228 -1.09687 -2.77583 0.0 0.1 0.1
S 3.47176 -1.34334 -1.05641 -0.2 0.1 0.2
C 2.80919 -0.76857 -3.64909 -0.1 0.0 0.0
C 3.07883 -0.47795 -5.09855 0.0 0.0 -0.1
S 1.10014 -0.60036 -3.20208 0.1 -0.2 0.1
H 5.79738 -1.66107 -2.36657 0.0 0.0 0.0
H 5.65984 -0.24605 -3.40394 0.0 0.0 0.0
H 5.35684 -1.85842 -4.06392 0.0 0.0 0.0
H 4.13594 -0.56698 -5.35041 0.0 0.0 0.0
H 2.75775 0.53801 -5.34158 0.0 0.0 0.0
H 2.51060 -1.15081 -5.74897 0.0 0.0 0.0
C 5.92159 2.50561 -0.44611 0.0 0.0 0.0
N 4.70382 2.29798 0.29508 0.4 -0.1 -0.1
C 4.64707 2.69962 1.63582 -0.2 -0.1 0.0
C 3.38502 2.73248 2.22336 0.1 0.0 0.0
C 2.32713 2.20279 1.52661 -0.1 0.0 0.1
N 2.47174 1.51425 0.34853 0.4 0.0 -0.4
C 3.60348 1.80954 -0.38319 -0.5 0.2 0.2
O 3.62750 1.65911 -1.60017 0.1 -0.1 -0.1
N 0.99921 2.33467 1.94499 0.0 -0.2 0.3
H 6.77201 2.27031 0.19921 0.0 0.0 0.0
H 6.02211 3.54298 -0.79083 0.0 0.0 0.0
H 5.92876 1.85151 -1.31430 0.0 0.0 0.0
H 5.57328 2.99710 2.09877 0.0 0.0 0.0
H 3.22857 3.19665 3.18866 0.0 0.0 0.0
H 0.89950 3.04809 2.65568 0.0 0.0 0.0
H 0.41080 2.57049 1.15399 0.0 -0.1 0.0
Te 0.02513 2.54069 -1.83335 -0.2 -0.1 0.0
C 0.39998 4.14610 -0.49887 -0.1 0.2 -0.2
C 1.67395 4.71530 -0.42176 0.0 0.0 0.0
C 1.93411 5.78293 0.42309 0.1 0.0 0.0
C 0.92729 6.32105 1.21188 0.0 0.1 0.1
C -0.34977 5.77889 1.13992 0.0 0.0 0.0
C -0.60495 4.71032 0.29348 -0.1 -0.1 0.0
H 2.46904 4.30618 -1.03082 0.0 -0.1 0.0
H 2.93961 6.18625 0.47337 0.0 0.0 0.0
H 1.13407 7.15424 1.87449 0.0 0.0 0.0
H -1.15171 6.18477 1.74787 0.0 0.0 0.0
H -1.60217 4.28580 0.25322 0.0 0.0 0.0



Copy entry 2 word for word.
14
Properties=species:S:1:pos:R:3:forces:R:3 method="wB97M-V/def2-TZVPD" lumo_energy_ev=0.171 largest_force_ev_per_a=4.985 mol_weight_da=131.087 spin_multiplicity=1 orbital_gap_ha=0.3410 homo_energy_ev=-9.11
C 1.89768 0.57455 0.87495 0.1 0.2 -0.3
N 0.49323 0.24566 0.69012 -1.4 1.1 0.3
C -0.38895 -0.85520 -0.60807 -3.9 -1.9 -2.5
C -0.54095 0.76703 1.13032 2.1 -0.6 2.2
C -1.92510 -0.14186 -0.63663 1.2 -0.2 -0.7
O 0.31693 -0.41788 -1.70143 0.6 0.6 0.2
O -0.54090 -2.05342 -0.38290 1.0 1.0 0.6
O -1.46122 1.05411 1.77779 0.0 0.3 -1.1
O -2.20951 0.70354 -1.43568 0.0 -0.3 0.5
H 0.28374 -1.10813 -2.38009 0.1 -0.1 0.4
H -2.66800 -0.71082 -0.04247 0.2 0.1 0.0
H 2.04344 1.18656 1.76410 0.0 -0.1 0.0
H 2.44784 -0.36214 0.95089 -0.1 0.1 0.1
H 2.25178 1.11798 -0.00090 0.0 -0.1 0.0